# 1
Density functional theory data (the ωB97M-V functional and the def2-TZVPD basis) for a cluster of 9 separate species, C40H53F3N13O in total in a non-equilibrium geometry.

```
! wB97M-V def2-TZVPD RIJCOSX def2/J DEFGRID3
* xyz 1 1
N -0.115 -0.933 -1.943
C -6.983 -2.136 7.427
C 0.596 5.547 0.677
C 1.433 0.672 -5.469
H 3.579 3.642 2.317
H 0.905 -4.826 0.492
H -4.157 1.686 -0.305
C -4.270 4.169 1.882
H -5.385 -6.766 -0.106
C -6.206 -3.951 6.352
H -2.792 -6.784 0.369
H 4.140 1.595 -6.866
H 4.154 -3.471 -8.407
H -6.629 -6.790 3.888
N -5.665 -6.445 0.802
C 2.062 7.601 3.129
C -1.190 -7.054 1.710
N 1.633 2.554 0.193
H -7.483 -1.413 8.048
H 1.092 -4.834 -5.664
H -2.526 3.540 3.117
H 5.184 6.951 4.029
H -6.446 -4.220 3.045
C 1.783 -4.227 -6.224
C -6.328 -6.451 2.911
C -1.440 -1.221 -2.161
H 0.791 0.382 -4.650
H 3.108 2.068 2.723
H 1.179 7.629 2.511
H -5.673 3.874 0.162
C 2.178 8.136 4.385
C -7.112 -3.496 7.349
C 0.030 -6.438 1.784
C 1.072 0.749 -6.842
C 2.930 2.229 -0.005
O 2.062 5.009 0.830
H -1.629 -7.826 2.318
H 5.247 0.878 0.035
H 0.017 4.770 0.112
C -4.071 2.430 0.467
C -5.972 -7.255 1.863
C 5.278 1.875 0.473
H 1.787 1.715 -2.911
H -5.738 -0.808 6.360
N 3.133 1.856 -1.291
N 1.034 2.385 -1.035
H 0.250 -0.030 -1.717
N -3.084 2.359 1.418
H -1.459 -5.010 -0.803
H -4.624 5.067 2.360
F 7.841 3.102 -1.824
C 2.186 1.142 -7.533
H 3.421 1.084 -4.529
H -4.802 -2.763 5.094
H -0.211 2.902 1.095
H -6.051 -4.969 6.034
N 3.450 7.903 4.825
H 1.095 4.708 2.709
C 0.087 -5.487 0.727
C 2.757 1.021 -5.377
C 7.389 2.570 -0.679
H 2.337 1.316 -8.585
F 8.139 3.063 0.323
H 0.796 -6.645 2.512
C 1.964 1.952 -1.874
C 2.708 -4.672 -7.209
C 0.849 2.980 1.326
H -2.440 -3.091 -2.658
H 5.853 3.891 -0.095
C -1.100 -5.559 0.049
C -0.214 -3.095 -2.389
F 7.620 1.242 -0.733
C -5.817 -5.131 1.163
H 2.859 -5.684 -7.545
C -1.530 -2.556 -2.441
C 3.320 7.020 2.803
N -6.036 -1.753 6.517
N -1.868 -6.517 0.651
N 3.757 2.649 2.215
N 2.900 -2.479 -6.992
H 0.682 6.170 -0.209
C -5.558 -2.852 5.856
C -3.203 3.417 2.289
N 3.207 1.306 -6.635
H 0.107 0.537 -7.271
H -5.622 -4.336 0.465
C 1.145 4.460 1.648
H 1.426 -2.149 -5.494
H 5.848 1.818 1.397
H -7.780 -4.099 7.940
C -4.820 3.544 0.729
C 1.927 -2.870 -6.116
H -2.198 -0.459 -2.101
C 0.638 -2.073 -2.081
C -6.231 -5.104 2.467
H 3.588 6.521 1.888
H -2.395 1.633 1.472
H 1.706 -2.061 -1.948
H 3.813 8.189 5.716
N 3.919 2.264 0.885
H 3.206 -1.531 -7.120
H 0.050 2.545 -1.194
H 0.076 -4.119 -2.556
C 4.156 7.225 3.871
H 1.468 8.667 4.994
H 5.461 2.831 -1.471
C 3.381 -3.569 -7.665
C 5.917 2.873 -0.484
H -5.915 -8.327 1.780
H 1.059 2.421 2.232
*
```

Values from the calculation:
**Max |F|**: 4.075 eV/A
**E_HOMO**: -9.474 eV
**Calculated total energy**: -71897.7051 eV

Results of the Mulliken charge analysis, in e, for atoms 1 through 2: N 0.27; C -0.44

# 2
Density functional theory data (the ωB97M-V functional and the def2-TZVPD basis) for a structure of composition C40H53InN3O9P4Te.

```
! wB97M-V def2-TZVPD RIJCOSX def2/J DEFGRID3
* xyz 1 1
C -0.874 -2.535 -0.947
H 3.132 -4.011 2.471
O -2.795 1.938 -1.232
H 4.781 -2.622 -4.829
H -0.623 0.072 -5.708
H 4.750 -0.849 0.916
H 2.106 -2.635 0.879
H 0.668 5.244 4.060
H 4.606 -3.821 1.503
H 3.570 2.658 5.847
H 3.972 -0.434 -4.055
N -0.547 5.061 -0.296
C -4.016 -2.265 -0.356
H 3.156 -3.243 -3.337
C 2.690 2.799 5.233
C -1.243 -0.018 4.238
H 5.522 0.047 -0.443
C -3.194 -0.933 5.998
C -1.307 0.485 5.538
H 4.415 -1.329 -0.756
C -5.160 -2.501 0.387
H 3.223 -4.709 0.841
C -0.437 -2.702 0.476
H -0.024 -3.756 3.571
H -1.989 3.676 -3.092
O 1.888 -1.249 -2.102
C 2.046 1.698 4.685
N 3.957 -2.047 -4.932
P 0.679 3.070 -1.578
H -2.980 0.193 -6.448
C 1.195 -0.995 3.226
H -1.276 5.201 0.406
C 1.911 -1.881 -6.091
C -1.423 -0.107 -5.000
C -0.662 -3.678 1.418
O -1.025 2.129 0.682
C 3.650 1.817 1.644
C -2.746 -0.040 -5.418
H -4.801 -0.192 -4.824
H 2.699 4.933 5.427
In 0.274 0.341 0.266
O 3.409 -0.148 -3.287
C 4.642 -0.496 -0.103
H -0.009 -2.484 -1.613
H -3.847 -2.178 4.373
H 1.610 -3.748 -5.051
H 0.357 4.733 0.129
H -0.097 -0.387 -3.340
H -2.549 5.068 -2.172
H -0.388 5.938 -0.789
C 2.898 -2.394 -3.972
N 0.289 -1.681 1.046
H -2.957 0.568 1.168
C 2.668 -1.216 -3.027
C -4.725 -0.524 1.682
H 1.687 -0.822 -5.937
C -2.170 -0.971 3.824
C -2.281 0.027 6.412
H -3.813 3.645 0.404
O 1.196 3.690 -2.958
C 0.914 1.866 3.892
P 0.081 0.472 3.095
H -1.013 5.151 -3.073
H 1.314 -1.354 4.248
C -3.474 -0.538 -3.181
H -5.775 -3.364 0.170
O 3.071 -2.628 0.911
H 4.569 2.381 1.499
H -1.200 -4.600 1.262
H 3.589 -3.053 -6.778
O 1.528 3.515 -0.428
C 1.059 4.248 4.224
C -0.927 3.954 -1.267
C -5.514 -1.629 1.410
H -3.952 -1.290 6.683
H 2.854 2.485 1.962
O 0.390 1.603 -1.768
C -0.044 -3.237 2.625
H 2.428 0.704 4.882
H 1.323 -2.232 -6.937
C 2.198 4.075 5.000
H -1.523 -3.343 -1.282
C -3.577 -0.288 0.938
H 1.346 3.012 -3.630
C -1.126 -0.386 -3.676
C 3.405 -2.085 -6.304
H -4.280 -0.682 -2.474
H -6.404 -1.818 1.996
P -1.693 -0.884 -1.034
H -4.990 0.150 2.486
C 0.524 -2.017 2.360
C 3.518 -3.856 1.460
H -0.600 1.233 5.872
C -3.769 -0.255 -4.507
C -3.137 -1.431 4.705
C -3.215 -1.154 -0.088
C 0.423 3.152 3.664
O -2.868 3.814 0.518
H -0.458 3.285 3.046
P -1.972 2.758 -0.329
H 3.804 1.029 2.377
H 2.177 -0.729 2.819
H -3.755 -2.944 -1.158
H 0.727 -2.420 -4.302
C 1.648 -2.683 -4.818
H -2.324 0.422 7.418
H -2.135 -1.367 2.817
C -2.151 -0.620 -2.762
Te 3.098 0.945 -0.207
C -1.660 4.510 -2.473
H 3.863 -1.312 -6.919
*
```

Values from the calculation:
**Max |F|**: 0.521 eV/A
**Energy above the lowest of the compared OMol25 structures with the same formula, charge and spin**: 0.000 eV
**E_HOMO**: -9.535 eV
**Calculated total energy**: -114863.5227 eV

Results of the Mulliken charge analysis, in e, for atoms 1 through 2: C -0.62; H 0.27

LUMO energy? In order: -3.20, -2.10 eV.